The molecule C5H7Cl2N3S. Source: OMol25; level of theory: wB97M-V/def2-TZVPD.

Cartesian coordinates (Å):
H -3.2365 0.0842 -1.0351
N -2.2445 0.0898 -0.9802
C -1.6222 -1.0104 -0.9853
Cl -2.2421 -2.5530 -1.1441
C -0.0468 -1.0924 -0.8761
Cl 0.3941 -1.2473 -2.6864
N 0.6930 0.1442 -0.3905
N 0.6148 1.3048 -1.2125
C 0.7863 0.3312 0.9839
C 0.7109 -0.6789 1.9008
C 1.1185 1.6277 1.5013
S 1.0247 2.0116 3.0776
H 0.2212 -2.1355 -0.4397
H 1.3952 1.2206 -1.8411
H -0.2825 1.4169 -1.5873
H 0.3977 -1.6883 1.8075
H 0.9399 -0.4285 2.9224
H 1.3782 2.6031 0.9848

Forces on the atoms, in the same order (eV/Å):
-0.9 -0.5 -0.2
2.1 -0.6 0.3
1.3 2.5 0.7
-1.1 -1.7 -0.1
0.4 0.5 -0.9
0.0 -0.2 0.9
-1.6 -1.5 -1.1
1.8 -1.0 1.9
0.0 -2.2 0.6
0.0 1.2 -0.3
0.4 3.3 1.1
0.0 0.1 0.4
-0.1 2.3 -0.3
-0.4 0.3 -0.6
-1.3 0.1 -0.9
-0.2 -0.7 -0.8
0.0 0.2 0.0
-0.3 -2.1 -0.6

Energy above the lowest of the compared OMol25 structures with the same formula, charge and spin (eV): 0.000
Max |F| (eV Å⁻¹): 3.470
Structure (SMILES): [H]/N=C(\Cl)[C@@H](Cl)N(N)C(=C)C=S

Electronic structure analysis, natural (NBO) charges in units of e: 0.37 -0.63 0.19 0.04 -0.05 -0.08 -0.30 -0.64 0.06 -0.41 -0.31 0.04 0.26 0.37 0.38 0.20 0.23 0.26

---

A structure of composition C3H12N2O2. Source: OMol25; level of theory: wB97M-V/def2-TZVPD.

Cartesian coordinates (Å):
C -1.2035 0.9676 0.8470
C -2.1058 -1.0672 -1.4494
N -0.7923 -1.3485 -0.9603
O -0.5869 -0.2993 0.9249
H -0.8001 -2.2013 -0.4040
H -0.6892 1.6287 0.1397
H -2.2411 0.8417 0.5263
H -1.2261 1.4426 1.8351
H -2.9151 -1.2774 -0.7382
H -2.1716 -0.0274 -1.7808
H -2.3026 -1.6853 -2.3443
C 2.8432 0.7382 0.9349
N 1.8140 -0.1253 0.4351
O 1.6339 0.1546 -0.9147
H 0.8532 -0.4118 -1.1529
H 0.5279 -0.2160 0.8872
H 2.9744 0.5247 1.9959
H 2.5967 1.8039 0.8069
H 3.7911 0.5574 0.4115

Forces on the atoms, in the same order (eV/Å):
0.2 -0.3 0.3
-0.3 0.0 -0.2
0.7 -0.6 -1.3
1.1 0.7 1.2
-0.1 0.2 0.0
-0.1 0.1 0.0
0.1 0.0 -0.1
0.0 0.1 -0.1
0.1 0.1 0.0
0.0 -0.1 0.1
0.0 0.1 0.2
0.4 0.1 0.1
0.6 0.9 -2.1
0.5 -0.4 1.7
-0.4 -0.2 0.0
-2.5 -0.4 0.3
0.0 0.0 -0.1
-0.1 -0.3 0.0
-0.1 0.0 0.0

Energy above the lowest of the compared OMol25 structures with the same formula, charge and spin (eV): 6.312
Max |F| (eV Å⁻¹): 2.573

Electronic structure analysis, natural (NBO) charges in units of e: -0.26 -0.47 -0.52 -0.73 0.33 0.16 0.17 0.17 0.19 0.19 0.21 -0.48 -0.05 -0.52 0.52 0.45 0.22 0.22 0.22

---

A cluster of 5 separate species, C27H59IN3O7S in total. Source: OMol25; level of theory: wB97M-V/def2-TZVPD.

Cartesian coordinates (Å):
C -3.3564 -4.4617 -1.6026
C -2.6260 -3.1975 -2.0903
C -1.5651 -2.7268 -1.0895
C -0.4706 -1.9303 -1.8073
N 0.4241 -1.1835 -0.8971
C 0.6362 0.2318 -1.2348
O -0.5577 0.9307 -1.4865
C -0.5977 1.7168 -2.6352
C -0.3787 1.0559 -3.9603
O -0.8400 2.8741 -2.5192
C 0.1952 -1.4005 0.4437
N 1.2788 -1.4744 1.2111
S 1.2856 -1.5982 2.9193
N -1.0313 -1.4711 0.9634
C -2.1426 -1.9131 0.0616
C -3.0309 -0.7293 -0.3629
C -3.0862 0.2887 0.7401
O -2.6838 1.3964 0.6869
I -3.9855 -0.4434 2.5846
H -3.3066 -4.5274 -0.5169
H -2.8946 -5.3589 -2.0014
H -4.4009 -4.4251 -1.8915
H -2.1033 -3.4097 -3.0201
H -3.3498 -2.4026 -2.2463
H -1.0974 -3.6144 -0.6532
H 0.1469 -2.6370 -2.3604
H -0.9269 -1.2796 -2.5430
H 1.3105 0.2717 -2.0881
H 1.1508 0.7234 -0.4104
H 0.6843 0.9181 -4.1493
H -0.8552 0.0839 -4.0404
H -0.7844 1.7032 -4.7279
H 2.1812 -1.4490 0.7502
H 0.7509 -2.8253 3.0381
H -1.0704 -2.0093 1.8223
H -2.7689 -2.5672 0.6612
H -2.6864 -0.2424 -1.2675
H -4.0536 -1.0927 -0.4687
C -1.7552 5.6986 4.6401
C -0.3612 5.5500 4.0552
O 0.0804 4.2068 3.9542
C -0.6982 3.3673 3.1250
C -0.7628 3.8019 1.6707
H -1.8276 5.1716 5.5921
H -1.9806 6.7521 4.8045
H -2.5221 5.2969 3.9757
H 0.3628 6.0381 4.7071
H -0.2975 6.0492 3.0819
H -1.7096 3.2509 3.5328
H -0.2203 2.3867 3.1917
H -1.3112 4.7361 1.5442
H -1.2693 3.0332 1.0892
H 0.2431 3.9537 1.2724
C 5.8695 -4.1822 -2.0216
C 5.5531 -2.8256 -1.4191
O 4.6497 -2.8839 -0.3214
C 5.0933 -3.6205 0.8062
C 6.3572 -3.0704 1.4433
H 4.9512 -4.7127 -2.2772
H 6.4653 -4.0577 -2.9252
H 6.4384 -4.8114 -1.3359
H 5.0621 -2.1986 -2.1634
H 6.4695 -2.3039 -1.1267
H 5.2190 -4.6798 0.5578
H 4.2712 -3.5627 1.5235
H 7.2242 -3.1897 0.7929
H 6.5670 -3.5963 2.3743
H 6.2464 -2.0058 1.6572
C -6.5125 1.9584 -0.5787
C -6.4627 0.9715 -1.7319
O -6.5032 -0.3878 -1.3216
C -7.6748 -0.7847 -0.6234
C -8.9522 -0.6348 -1.4297
H -5.7452 1.6949 0.1489
H -6.3280 2.9702 -0.9383
H -7.4751 1.9575 -0.0669
H -5.5119 1.0756 -2.2576
H -7.2494 1.1841 -2.4626
H -7.7541 -0.2466 0.3277
H -7.5180 -1.8355 -0.3782
H -9.1917 0.4112 -1.6244
H -9.7898 -1.0690 -0.8848
H -8.8586 -1.1406 -2.3913
C 7.3082 1.1531 1.3063
C 6.9197 1.8935 0.0385
O 5.9171 1.2386 -0.7248
C 4.6768 1.0570 -0.0839
C 3.9939 2.3561 0.3123
H 7.5759 0.1204 1.0776
H 8.1623 1.6400 1.7757
H 6.4970 1.1361 2.0367
H 7.7804 1.9603 -0.6253
H 6.6176 2.9207 0.2679
H 4.7814 0.3915 0.7845
H 4.0495 0.5271 -0.8071
H 4.5358 2.8831 1.0972
H 2.9878 2.1557 0.6891
H 3.9223 3.0261 -0.5452

Forces on the atoms, in the same order (eV/Å):
0.2 0.4 0.0
0.2 -0.4 0.5
0.3 0.3 -0.2
0.0 -0.6 -0.1
-1.0 0.4 0.2
0.8 -0.1 -0.3
0.1 -0.4 0.1
-0.1 0.7 0.0
0.1 -0.3 -0.1
-0.2 -0.1 0.1
0.2 0.6 0.1
-0.1 0.0 0.3
-0.1 0.4 0.1
0.3 -1.9 -0.6
-0.4 0.4 -0.1
-0.1 -0.4 0.5
0.2 0.6 0.0
-0.3 -0.3 0.0
0.0 -0.1 0.0
-0.2 -0.1 0.1
0.0 -0.1 0.0
-0.1 -0.2 -0.1
-0.2 0.1 -0.3
0.0 0.2 -0.3
0.0 -0.1 0.1
0.1 0.0 -0.1
0.0 0.4 0.1
-0.1 0.0 -0.2
0.0 -0.1 0.2
0.1 0.0 0.0
-0.1 -0.1 0.1
0.0 0.1 0.0
0.0 -0.2 -0.2
0.1 -0.2 -0.2
0.0 0.6 0.4
0.1 0.0 0.2
0.0 0.1 -0.1
-0.1 0.0 -0.4
0.0 -0.1 -0.1
0.0 0.1 0.0
0.1 -0.1 0.0
0.0 -0.1 0.0
0.1 0.1 0.0
0.0 0.0 0.0
0.0 0.0 0.0
0.0 0.0 0.0
0.0 0.0 0.0
0.0 0.0 0.0
0.0 0.0 0.0
0.0 0.0 0.0
0.0 0.0 0.0
0.1 0.2 0.0
0.0 0.0 0.0
0.0 -0.1 0.1
0.1 0.0 -0.1
-0.3 0.1 0.0
0.1 0.0 0.2
0.0 0.1 -0.1
0.0 0.0 0.0
0.0 0.0 0.0
0.0 0.0 0.0
-0.1 0.0 0.0
0.0 0.0 0.0
0.0 0.0 -0.1
0.0 0.0 0.0
0.0 0.0 0.0
0.0 0.0 0.0
0.0 0.0 0.0
0.0 -0.1 0.0
0.0 0.1 0.0
0.2 -0.1 0.0
-0.2 -0.1 0.1
0.1 0.1 -0.1
0.1 0.1 0.1
0.0 0.0 0.0
0.0 0.0 0.0
0.0 0.0 0.0
0.0 0.0 0.0
0.0 0.0 0.0
0.1 0.0 0.0
0.0 0.0 0.0
0.0 0.0 0.0
0.0 0.0 0.0
-0.2 -0.1 0.0
0.1 0.1 0.1
0.0 -0.1 -0.2
-0.1 0.0 0.1
0.1 0.0 0.0
0.1 0.0 0.0
0.0 0.0 0.0
0.0 0.0 0.0
0.0 0.0 -0.1
0.0 0.0 0.0
0.0 0.0 0.0
0.1 0.0 -0.1
0.0 0.0 0.1
0.0 0.0 0.0
-0.1 0.0 0.0

Total charge: +1
Max |F| (eV Å⁻¹): 1.979
DFT total energy (eV): -66686.785

Electronic structure analysis, Mulliken charges in units of e: -1.37 -0.63 -0.29 -1.12 0.31 -0.68 0.11 0.59 -1.12 -0.49 0.22 -0.04 -0.09 0.13 -0.06 -0.70 -0.42 -0.50 -0.04 0.36 0.38 0.35 0.51 0.33 0.46 0.48 0.13 0.44 0.15 0.34 0.31 0.37 0.07 0.17 0.31 0.79 0.28 0.79 -1.05 -0.28 -0.46 -0.29 -0.58 0.28 0.40 0.26 0.36 0.28 0.32 0.20 0.34 0.05 0.28 -1.28 -0.19 -0.27 -0.29 -1.02 0.29 0.42 0.30 0.32 0.24 0.32 0.30 0.29 0.45 0.11 -0.97 -0.38 -0.36 -0.28 -1.16 0.17 0.39 0.32 0.30 0.38 0.32 0.32 0.28 0.41 0.30 -0.92 -0.31 -0.48 0.34 -1.28 0.14 0.44 0.24 0.37 0.30 0.03 0.08 0.38 0.33 0.35

---

A structure of composition C59H48FN3O2P3Ti. Source: OMol25; level of theory: wB97M-V/def2-TZVPD.

Cartesian coordinates (Å):
Ti 0.2564 -0.2541 -0.0363
O 0.5342 -1.0443 2.8499
C 1.1291 -0.5406 1.8924
C 2.5371 -0.0769 2.2959
C 2.8900 0.0302 3.6357
C 4.1779 0.3848 3.9943
C 5.1321 0.6104 3.0038
C 4.7859 0.5013 1.6711
C 3.4726 0.1802 1.3103
P 2.9412 -0.1445 -0.4219
C 3.9391 -1.6724 -0.7064
C 3.5460 -2.8109 0.0026
C 4.1862 -4.0229 -0.1861
C 5.2395 -4.1222 -1.0910
C 5.6537 -2.9954 -1.7818
C 5.0061 -1.7750 -1.5900
C 3.7578 1.1355 -1.4349
C 3.7867 0.9376 -2.8178
C 4.2959 1.9120 -3.6662
C 4.7628 3.1121 -3.1439
C 4.6985 3.3358 -1.7752
C 4.1928 2.3581 -0.9272
H 2.1339 -0.1749 4.3833
H 4.4495 0.4691 5.0398
H 6.1515 0.8578 3.2781
H 5.5380 0.6502 0.9054
H 2.7172 -2.7535 0.6969
H 3.8540 -4.8957 0.3637
H 5.7314 -5.0743 -1.2534
H 6.4849 -3.0565 -2.4750
H 5.3561 -0.9059 -2.1321
H 3.3976 0.0158 -3.2401
H 4.3265 1.7328 -4.7347
H 5.1643 3.8738 -3.8023
H 5.0291 4.2815 -1.3621
H 4.1214 2.5623 0.1325
O 0.5476 1.5990 0.1063
C 0.9416 2.7565 -0.4154
C 1.2864 3.8102 0.4306
C 1.7007 5.0236 -0.0872
C 1.7754 5.2103 -1.4664
C 1.4278 4.1659 -2.3040
C 1.0083 2.9339 -1.8011
C 0.6221 1.8337 -2.7032
N 0.1361 0.6503 -2.3647
C -0.1747 0.0029 -3.5468
C 0.1363 0.7920 -4.6035
N 0.6431 1.9514 -4.0542
H 1.2185 3.6418 1.4990
H 1.9629 5.8319 0.5852
H 2.1007 6.1564 -1.8801
H 1.4965 4.3223 -3.3759
H -0.5983 -0.9876 -3.5494
H 0.0448 0.6459 -5.6667
H 0.9740 2.7493 -4.5647
C -3.2720 -2.0284 -0.4421
N -3.1307 -0.8693 0.4885
P -1.7763 -1.0699 1.6238
C -2.5063 -0.1804 3.0868
C -3.7741 0.3861 3.0116
C -4.3636 0.9682 4.1273
C -3.6942 0.9915 5.3409
C -2.4354 0.4093 5.4333
C -1.8478 -0.1784 4.3202
C -2.0677 -2.7599 2.3226
C -1.0210 -3.6005 2.6877
C -1.2786 -4.8283 3.2908
C -2.5833 -5.2252 3.5381
C -3.6354 -4.3830 3.1937
C -3.3774 -3.1568 2.6025
P -2.5404 0.4913 -0.4850
C -3.8478 0.6049 -1.7548
C -5.1872 0.3572 -1.4434
C -6.1619 0.4383 -2.4251
C -5.8121 0.7722 -3.7319
C -4.4866 1.0238 -4.0483
C -3.5064 0.9341 -3.0614
C -2.8728 2.0661 0.4492
C -3.9007 2.9451 0.0901
C -4.0875 4.1532 0.7553
C -3.2413 4.5167 1.7921
C -2.1981 3.6712 2.1439
C -2.0113 2.4741 1.4722
H -3.3946 -2.9496 0.1181
H -2.4083 -2.1558 -1.1030
H -4.1531 -1.8974 -1.0649
H -4.3137 0.3607 2.0776
H -5.3501 1.4072 4.0385
H -4.1520 1.4491 6.2099
H -1.9078 0.4017 6.3797
H -0.8736 -0.6376 4.4144
H 0.0002 -3.2930 2.5130
H -0.4521 -5.4712 3.5685
H -2.7829 -6.1813 4.0071
H -4.6582 -4.6777 3.3960
H -4.1988 -2.4904 2.3627
H -5.4542 0.0935 -0.4254
H -7.1973 0.2403 -2.1746
H -6.5754 0.8316 -4.4992
H -4.2090 1.2829 -5.0633
H -2.4709 1.1273 -3.3129
H -4.5723 2.6994 -0.7192
H -4.8967 4.8088 0.4551
H -3.3854 5.4557 2.3143
H -1.5216 3.9420 2.9465
H -1.1778 1.8545 1.7616
F 1.0907 -5.8882 -2.9105
C 0.8915 -4.6979 -2.2980
C 0.0887 -4.6384 -1.1846
C -0.0941 -3.3962 -0.5743
C 0.4871 -2.1919 -1.0087
C 1.2907 -2.3624 -2.1545
C 1.5031 -3.5701 -2.8058
H -0.3829 -5.5373 -0.8037
H -0.7351 -3.3988 0.2904
H 1.8131 -1.5065 -2.5675
H 2.1437 -3.6471 -3.6771

Forces on the atoms, in the same order (eV/Å):
0.1 0.4 -1.6
-0.5 -0.3 -0.1
1.1 0.0 1.5
-0.5 0.0 -0.5
0.1 0.1 0.3
-0.1 0.0 0.0
0.1 0.0 0.0
-0.1 0.0 -0.1
0.3 0.1 -0.4
0.4 -0.3 0.6
-0.1 0.1 -0.1
0.0 0.0 0.0
0.1 0.0 0.0
-0.1 0.0 0.0
-0.1 0.1 0.0
0.1 0.0 0.0
-0.2 0.0 -0.2
0.0 0.1 -0.1
0.0 0.0 0.1
0.0 0.0 0.0
0.0 0.0 0.0
0.1 0.0 0.0
0.0 0.0 0.0
0.0 0.0 0.0
0.0 0.0 0.0
0.0 0.0 0.0
-0.1 0.0 0.0
0.0 0.0 0.0
0.0 0.1 0.0
0.0 0.0 0.0
0.0 0.0 0.0
0.0 0.0 0.0
0.0 0.0 0.0
0.0 0.0 0.0
0.0 0.0 0.0
0.0 0.0 0.0
0.2 1.3 0.0
-0.4 -0.8 0.4
0.1 0.3 0.1
0.0 -0.1 0.0
0.0 -0.1 0.0
0.0 0.1 0.0
-0.1 -0.2 -0.5
-0.1 0.3 0.2
0.2 -0.3 -0.1
0.1 0.0 0.2
0.1 0.2 0.0
-0.1 0.0 -0.2
0.0 0.0 0.0
0.0 0.0 0.0
0.0 0.0 0.0
0.0 0.0 0.1
0.0 0.0 0.0
0.0 0.0 0.1
0.0 0.0 0.0
0.0 0.1 0.1
0.1 0.0 -0.2
-0.8 -0.4 0.2
0.2 -0.1 0.1
-0.1 0.0 0.1
0.0 0.0 0.0
0.1 0.0 0.0
0.0 0.0 -0.1
0.0 0.1 0.0
-0.1 0.1 0.1
0.0 0.0 0.0
0.0 0.1 0.0
0.0 0.0 0.0
0.0 0.0 0.0
0.0 0.0 0.0
-0.2 0.3 0.4
0.0 -0.2 -0.1
0.0 0.0 -0.1
0.0 0.0 0.0
0.0 0.0 0.1
0.0 0.0 0.1
0.0 0.1 0.0
-0.2 0.0 -0.1
0.0 0.0 0.1
0.1 -0.1 0.0
0.0 0.0 0.0
0.0 0.0 0.0
0.0 -0.1 0.0
0.0 0.0 0.1
0.1 0.0 0.0
0.0 0.0 0.0
0.0 0.0 0.0
0.0 0.0 0.0
0.0 0.0 0.0
0.0 0.0 0.0
0.0 0.0 0.0
0.0 0.0 0.0
0.0 0.0 0.0
0.0 0.0 0.0
0.0 0.0 0.0
0.0 0.0 0.0
0.0 0.0 0.0
0.0 0.0 0.0
0.0 0.0 0.0
0.0 0.0 0.0
0.0 0.0 0.0
0.0 0.0 0.0
0.0 0.0 0.0
0.0 0.0 0.0
0.0 0.0 0.0
0.1 -0.1 0.0
0.0 0.0 0.0
0.0 0.0 0.0
0.0 0.1 0.1
0.0 0.0 -0.1
-0.1 -0.8 -0.3
0.0 0.1 0.0
0.0 0.0 0.0
0.0 0.0 0.0
-0.1 0.0 0.1
0.0 0.1 0.0
0.0 0.0 0.0

Spin multiplicity: 2
Energy above the lowest of the compared OMol25 structures with the same formula, charge and spin (eV): 0.373
Max |F| (eV Å⁻¹): 1.865
⟨S²⟩: 0.75

Atom charges from the Mulliken analysis, given in e for atoms 1 to 99: -0.27 -0.53 0.92 -0.20 -0.27 -0.76 -0.86 -0.28 0.13 2.01 0.96 -0.10 -0.59 -0.65 -0.79 -0.68 0.58 -0.51 -0.85 -0.92 -0.72 -0.86 0.49 0.42 0.42 0.52 0.04 0.44 0.38 0.44 0.40 0.40 0.48 0.41 0.44 0.40 -0.45 0.00 -0.48 -0.75 -1.15 -0.41 0.42 -0.39 1.53 -1.07 -1.41 0.07 0.56 0.41 0.42 0.32 0.53 0.55 0.19 -1.24 -0.14 1.63 1.10 -0.19 -0.69 -0.71 -0.78 -1.01 0.42 -0.16 -0.69 -0.64 -0.77 -0.84 2.10 -0.22 -0.05 -0.59 -0.74 -0.60 -0.41 1.08 -0.85 -0.84 -0.89 -1.09 -0.08 0.39 0.18 0.50 0.14 0.45 0.39 0.45 0.41 0.22 0.46 0.40 0.42 0.32 0.24 0.45 0.38

---

A cluster of 2 separate species, C7H9N3O2PS2 in total. Source: OMol25; level of theory: wB97M-V/def2-TZVPD.

Cartesian coordinates (Å):
O -0.4780 -1.5398 3.5099
C -1.3269 -2.2810 2.8860
O -2.7009 -2.1211 2.9534
C -0.7066 -3.4422 1.9269
N 0.1064 -4.3510 2.7957
C 1.3211 -4.4809 2.3872
S 2.9939 -4.3731 2.2578
N 0.0522 -2.7666 0.8337
P -1.0376 -1.7676 -0.1655
S 0.1397 -0.7836 -1.4132
H -1.5465 -4.0938 1.4728
H 0.7370 -2.0750 1.1935
H -1.8023 -0.8366 0.6078
H -1.9135 -2.5517 -0.9784
N 0.7361 2.6686 -1.6709
C -0.4570 3.3053 -1.8740
C -0.1891 4.5860 -2.2951
C 1.2194 4.7240 -2.3533
C 1.7636 3.5232 -1.9651
H 0.8418 1.7152 -1.3537
H -1.3921 2.7945 -1.7005
H -0.9256 5.3389 -2.5355
H 1.7741 5.6034 -2.6471
H 2.7910 3.2050 -1.8722

Forces on the atoms, in the same order (eV/Å):
-1.9 -2.5 -2.3
-3.3 2.4 2.5
6.0 -1.4 -1.1
-1.9 0.5 0.7
5.3 -0.2 -3.4
-1.1 1.3 2.6
-3.9 -0.6 0.0
-2.2 0.5 -0.5
2.2 0.4 -0.2
-0.3 0.0 0.1
1.3 1.2 0.7
-0.5 -0.5 0.1
0.1 -0.9 -0.1
0.2 -0.1 1.1
0.1 0.3 -0.1
0.1 -0.1 0.1
-0.2 -0.1 0.0
0.3 0.0 0.0
-0.1 -0.1 0.1
-0.2 0.0 0.0
0.1 0.0 0.0
0.1 -0.1 0.0
0.0 -0.1 0.0
-0.1 0.1 0.0

Total charge: -1
Max |F| (eV Å⁻¹): 6.304
DFT total energy (eV): -46929.754

Electronic structure analysis, natural (NBO) charges in units of e: -0.73 0.71 -0.79 -0.02 -0.44 0.28 -0.06 -0.91 1.01 -0.71 0.21 0.42 0.03 -0.01 -0.50 -0.07 -0.31 -0.33 -0.08 0.44 0.21 0.21 0.21 0.21